[1]
C5H13N2S | ωB97M-V/def2-TZVPD

Last column: natural (NBO) charge in e.
Atoms and positions in Å:
C  -1.285  2.190  0.616  -0.435
H  1.325  -1.398  -0.398  0.267
H  2.458  -3.933  1.577  0.179
S  1.385  -3.654  0.735  0.356
H  -2.442  -1.538  -1.670  0.227
C  -0.150  0.381  -0.383  0.282
H  1.874  1.125  0.632  0.227
H  -1.035  3.077  1.229  0.239
N  -0.113  1.424  0.420  -0.432
C  -1.389  -1.278  -1.786  -0.384
H  -2.026  1.493  0.999  0.211
H  -0.662  -1.957  -1.430  0.194
H  -1.647  2.522  -0.364  0.199
H  3.023  -1.949  0.329  0.251
N  -1.141  0.079  -1.145  -0.605
H  1.119  2.835  1.202  0.221
H  0.911  1.383  2.115  0.182
H  -1.200  -1.262  -2.846  0.217
C  1.047  1.815  1.044  -0.388
C  1.901  -2.145  0.166  -0.391
H  -1.953  0.793  -1.040  0.384

Atoms 1-3, force components in eV/Å:
C -0.75 0.91 -0.29
H -0.40 -0.27 -0.03
H -0.69 0.20 -0.81

The calculated total energy comes out at -705.57446 a.u. The spin multiplicity is 1. For the energy above the lowest of the compared OMol25 structures with the same formula, charge and spin, the calculation gives 5.2108 eV. Its net charge is +1. The value obtained for the HOMO-LUMO gap (alpha / beta) is 6.44 / 4.64 eV.

=====

[2]
C23H28FN3O2 | ωB97M-V/def2-TZVPD

Last column: natural (NBO) charge in e.
Atoms and positions in Å:
H  1.014  4.751  4.700  0.220
C  -3.548  1.821  -6.017  -0.249
H  0.357  -2.261  -4.712  0.158
C  0.351  2.794  5.322  0.037
C  4.239  -4.779  3.139  0.030
H  1.886  1.287  2.167  0.222
N  4.060  -4.701  1.768  -0.418
C  -4.624  -1.990  0.144  -0.280
C  0.986  3.702  4.441  -0.263
H  1.926  3.796  2.436  0.219
C  4.178  -5.839  1.009  0.023
H  -0.165  3.176  6.190  0.193
C  -5.655  -3.972  1.243  -0.270
H  1.098  -0.063  3.977  0.190
C  -0.175  -2.414  -3.773  -0.254
H  -2.677  -1.675  0.948  0.190
C  -4.654  -3.859  2.229  0.042
C  -0.032  6.062  -1.257  -0.297
C  -3.620  -2.181  1.090  0.045
H  -4.424  -1.303  -0.664  0.230
N  0.393  1.473  5.148  -0.416
N  -3.594  -3.067  2.118  -0.419
C  1.034  1.011  4.076  0.031
H  2.875  7.091  -3.644  0.220
H  -3.093  2.803  -5.887  0.158
H  -1.715  1.329  -6.166  0.462
F  0.279  8.105  -0.216  -0.329
C  1.567  3.201  3.263  -0.173
H  2.007  8.680  -2.086  0.229
C  4.556  -7.128  3.050  -0.172
C  0.605  7.252  -1.202  0.399
C  -5.606  -2.983  0.204  -0.157
H  -4.731  -4.636  2.975  0.187
O  -2.536  0.961  -6.500  -0.718
H  -4.227  1.873  -6.868  0.182
H  1.765  4.825  -3.831  0.213
C  4.421  -7.102  1.631  -0.249
C  1.639  7.665  -2.067  -0.275
H  -1.200  -2.077  -3.928  0.179
H  4.847  -8.064  3.504  0.214
H  4.528  -6.072  4.858  0.221
C  2.026  6.774  -3.057  -0.197
H  -0.096  4.205  -2.317  0.219
C  4.456  -5.979  3.785  -0.264
C  0.321  5.200  -2.279  -0.182
H  -6.463  -4.689  1.231  0.221
C  1.554  1.794  3.061  -0.259
H  -0.234  -3.466  -3.494  0.162
H  -6.428  -3.067  -0.491  0.209
O  0.235  -1.516  -2.809  -0.703
H  -0.699  5.743  -0.470  0.234
H  4.541  -8.018  1.072  0.217
H  -3.996  1.554  -5.059  0.165
H  1.093  -1.861  -2.553  0.458
H  3.887  -5.828  -0.032  0.197
H  4.049  -3.873  3.695  0.201
C  1.418  5.537  -3.097  -0.233

Atoms 1-3, force components in eV/Å:
H -0.11 0.10 -0.18
C 0.39 0.75 -0.89
H 0.17 -0.32 -0.13

The calculated total energy comes out at -1307.70282 a.u. The spin multiplicity is 1. The SMILES is Fc1ccccc1.c1ccncc1.c1ccncc1.c1ccncc1.CO.CO. For the energy above the lowest of the compared OMol25 structures with the same formula, charge and spin, the calculation gives 5.4211 eV. The value obtained for the HOMO-LUMO gap is 9.58 eV.

=====

[3]
C6H12NS | ωB97M-V/def2-TZVPD

Last column: natural (NBO) charge in e.
Atoms and positions in Å:
N  -1.478  0.729  0.375  -0.542
C  0.835  -0.409  -0.405  -0.265
S  1.163  1.378  -0.165  0.305
H  -1.189  0.297  -1.602  0.214
H  -0.434  1.221  2.100  0.265
H  -0.695  2.598  0.780  0.232
H  -0.719  -2.368  2.034  0.281
C  -1.809  1.017  -0.959  -0.438
C  0.201  -1.722  1.719  -0.487
H  0.997  -1.338  -2.429  0.243
C  0.543  -1.037  0.713  0.116
C  1.559  -1.193  -1.496  -0.661
H  1.966  -2.255  -1.187  0.259
H  -2.853  1.018  -1.261  0.251
H  1.022  -2.006  2.368  0.261
C  -0.649  1.527  1.014  -0.091
H  2.148  1.355  0.756  0.175
H  -1.756  -0.164  0.694  0.421
H  -1.395  2.041  -1.222  0.215
H  2.543  -0.690  -1.827  0.246

Atoms 1-3, force components in eV/Å:
N -1.42 1.13 0.67
C 2.56 -0.58 0.84
S 0.31 -0.95 -0.55

The calculated total energy comes out at -688.36303 a.u. The spin multiplicity is 1. For the energy above the lowest of the compared OMol25 structures with the same formula, charge and spin, the calculation gives 3.9417 eV. Its net charge is +1. The value obtained for the HOMO-LUMO gap is 9.89 eV.